Entry from the Open Molecules 2025 dataset: the molecule C2H5N3O in a non-equilibrium geometry (the ωB97M-V functional and the def2-TZVPD basis).

CARTESIAN COORDINATES (ANGSTROEM)
H1 -1.73 -1.78 0.29
N1 -2.08 -0.86 0.01
C1 -1.03 -0.11 -0.06
N2 -1.11 1.28 0.04
O1 0.29 -0.55 -0.07
N3 1.35 0.39 -0.04
C2 2.48 -0.22 0.00
H2 -1.99 1.60 -0.08
H3 -0.16 1.89 0.23
H4 3.35 0.39 0.12
H5 2.45 -1.40 0.25

Results
HOMO energy	-9.01	eV
structure (SMILES)	[H]/N=C(/N)ON=C
orbital gap	0.35834	Eh
electronic energy	-8669.922	eV
charge	0
LUMO level	0.0271	Eh
2S+1	1

These are the Löwdin partial charges, in e, on atoms 1 to 4: 0.0468, 0.1079, -0.5426, 0.1046

=====

Entry from the Open Molecules 2025 dataset: the ion C27H25N2O2 with charge +1 in a non-equilibrium geometry (the ωB97M-V functional and the def2-TZVPD basis).

CARTESIAN COORDINATES (ANGSTROEM)
C1 -2.55 0.55 6.93
C2 -1.82 0.56 5.62
C3 -0.79 1.48 5.40
C4 -0.01 1.39 4.24
C5 -0.28 0.42 3.27
C6 0.64 0.36 2.07
N1 1.08 -1.01 1.83
N2 2.20 -1.04 0.93
C7 2.34 -2.24 0.26
O1 1.86 -3.27 0.74
C8 3.16 -2.18 -0.99
C9 3.24 -3.32 -1.82
C10 3.98 -3.28 -3.01
C11 4.63 -2.10 -3.40
C12 4.55 -0.97 -2.58
C13 3.85 -1.02 -1.37
C14 0.09 0.89 0.79
C15 -1.23 0.64 0.43
C16 -1.54 0.52 -0.93
C17 -0.52 0.73 -1.86
O2 -0.63 0.30 -3.18
C18 -1.74 0.71 -3.93
C19 -1.51 1.73 -4.86
C20 -2.62 2.40 -5.37
C21 -3.91 1.98 -5.04
C22 -4.10 0.86 -4.23
C23 -3.01 0.19 -3.68
C24 0.72 1.29 -1.49
C25 0.98 1.45 -0.15
C26 -1.39 -0.42 3.43
C27 -2.14 -0.36 4.61
H1 -3.44 -0.09 6.87
H2 -1.91 0.16 7.73
H3 -2.87 1.55 7.24
H4 -0.62 2.28 6.11
H5 0.80 2.10 4.06
H6 1.58 0.87 2.30
H7 0.32 -1.59 1.43
H8 1.39 -1.45 2.70
H9 2.23 -0.19 0.38
H10 2.72 -4.22 -1.52
H11 4.04 -4.17 -3.63
H12 5.19 -2.07 -4.33
H13 5.05 -0.04 -2.88
H14 3.86 -0.14 -0.73
H15 -1.98 0.52 1.20
H16 -2.55 0.23 -1.24
H17 -0.49 2.00 -5.10
H18 -2.45 3.26 -6.02
H19 -4.77 2.52 -5.45
H20 -5.11 0.50 -4.01
H21 -3.12 -0.69 -3.05
H22 1.45 1.56 -2.26
H23 1.89 1.95 0.20
H24 -1.71 -1.09 2.62
H25 -3.02 -1.01 4.74

Results
HOMO energy	-11.33	eV
structure (SMILES)	Cc1ccc([C@@H]([NH2+]NC(=O)c2ccccc2)c2ccc(Oc3ccccc3)cc2)cc1
orbital gap	0.31210	Eh
electronic energy	-35472.527	eV
charge	+1
LUMO level	-0.1042	Eh
2S+1	1

These are the Löwdin partial charges, in e, on atoms 1 to 4: -0.0427, -0.2603, -0.0164, -0.0131

=====

Entry from the Open Molecules 2025 dataset: the molecule C6H9NO in a non-equilibrium geometry (the ωB97M-V functional and the def2-TZVPD basis).

CARTESIAN COORDINATES (ANGSTROEM)
C1 -2.17 -0.40 -0.05
N1 -1.64 -1.51 0.05
O1 -0.24 -1.64 -0.15
C2 0.51 -0.45 -0.18
C3 -0.01 0.84 -0.64
C4 -1.30 0.85 0.19
C5 1.43 -0.08 0.89
C6 1.85 -0.72 -0.36
H1 -3.35 -0.46 0.10
H2 -0.16 0.74 -1.72
H3 0.72 1.57 -0.64
H4 -2.08 1.82 -0.08
H5 -1.32 0.97 1.35
H6 1.45 -0.79 1.74
H7 1.64 0.93 1.22
H8 2.48 0.04 -1.12
H9 2.18 -1.71 -0.59

Results
HOMO energy	-9.38	eV
structure (SMILES)	C1=NOC2(CC1)CC2
orbital gap	0.37690	Eh
electronic energy	-9900.015	eV
charge	0
LUMO level	0.0320	Eh
2S+1	1

These are the Löwdin partial charges, in e, on atoms 1 to 4: -0.1816, 0.0489, -0.0167, -0.6057

=====

Entry from the Open Molecules 2025 dataset: a cluster of 8 separate species, C12H41N13O8 in total in a non-equilibrium geometry (the ωB97M-V functional and the def2-TZVPD basis).

CARTESIAN COORDINATES (ANGSTROEM)
C1 3.12 3.49 1.85
O1 2.01 2.66 2.14
C2 0.77 3.10 1.63
C3 0.27 4.39 2.23
C4 0.42 4.46 3.76
N1 -1.17 4.54 1.87
H1 2.84 4.50 1.55
H2 3.70 3.04 1.04
H3 3.82 3.51 2.69
H4 0.83 3.18 0.53
H5 0.10 2.27 1.85
H6 0.79 5.26 1.83
H7 0.18 5.44 4.15
H8 1.46 4.22 4.01
H9 -0.14 3.63 4.21
H10 -1.65 3.78 2.35
H11 -1.48 5.36 2.40
N2 -0.11 -4.53 3.50
C5 -0.54 -3.59 2.61
N3 -0.17 -2.31 2.88
O2 -1.28 -3.89 1.68
H12 -0.57 -5.42 3.43
H13 0.44 -4.29 4.30
H14 0.14 -2.10 3.81
H15 -0.39 -1.60 2.20
N4 2.40 -0.82 1.66
C6 3.18 -1.55 2.51
N5 3.41 -2.84 2.10
O3 3.75 -1.02 3.45
H16 1.54 -1.16 1.25
H17 2.44 0.17 1.88
H18 3.52 -3.06 1.13
H19 3.91 -3.40 2.78
N6 0.85 -4.46 -0.13
C7 1.26 -5.75 -0.43
N7 2.47 -5.81 -1.09
O4 0.65 -6.74 -0.09
H20 -0.14 -4.43 0.12
H21 1.31 -3.69 -0.57
H22 3.05 -5.00 -1.18
H23 2.83 -6.73 -1.24
N8 1.04 -2.88 -4.29
C8 1.50 -1.67 -4.73
N9 1.99 -0.84 -3.76
O5 1.41 -1.31 -5.89
H24 1.21 -3.16 -3.34
H25 0.59 -3.47 -4.96
H26 2.22 0.09 -4.05
H27 2.01 -1.06 -2.78
N10 -2.57 4.19 -1.05
C9 -3.86 4.61 -0.99
N11 -4.20 5.20 0.20
O6 -4.65 4.47 -1.90
H28 -2.03 4.22 -0.18
H29 -2.17 3.53 -1.68
H30 -3.47 5.42 0.85
H31 -5.03 5.77 0.22
N12 -2.06 -1.01 -3.83
C10 -3.40 -1.23 -4.06
N13 -4.20 -0.13 -3.90
O7 -3.85 -2.34 -4.25
H32 -1.42 -1.75 -4.04
H33 -1.76 -0.06 -3.72
H34 -5.19 -0.26 -3.96
H35 -3.88 0.82 -3.93
C11 -1.65 0.37 -0.54
C12 -0.20 0.16 -0.95
O8 0.29 -1.08 -0.48
H36 -2.28 -0.43 -0.95
H37 -2.12 1.27 -0.94
H38 -1.81 0.33 0.54
H39 0.54 0.95 -0.82
H40 -0.37 0.17 -2.05
H41 -0.44 -1.71 -0.46

Results
HOMO energy	-9.80	eV
structure (SMILES)	COC[C@H](C)N.NC(N)=O.NC(N)=O.NC(N)=O.NC(N)=O.NC(N)=O.NC(N)=O.CCO
orbital gap	0.35941	Eh
electronic energy	-48865.321	eV
charge	0
LUMO level	-0.0006	Eh
2S+1	1

These are the Löwdin partial charges, in e, on atoms 1 to 4: -0.0948, -0.2067, -0.2167, -0.4231

=====

Entry from the Open Molecules 2025 dataset: a structure of composition C51H57F3N7O2P2STi in a non-equilibrium geometry (the ωB97M-V functional and the def2-TZVPD basis).

CARTESIAN COORDINATES (ANGSTROEM)
Ti1 0.08 0.05 0.28
C1 -2.47 -3.70 0.43
C2 -3.62 -3.39 1.14
C3 -3.76 -2.10 1.59
C4 -2.77 -1.14 1.36
N1 -1.58 -1.48 0.80
C5 -1.51 -2.74 0.30
N2 -3.15 0.15 1.70
C6 -2.40 1.18 1.67
N3 -1.02 1.25 1.49
C7 -0.65 2.57 1.79
N4 0.52 3.05 1.96
C8 1.70 2.35 1.82
C9 2.81 2.99 2.38
C10 4.08 2.50 2.19
C11 4.22 1.36 1.42
C12 3.09 0.74 0.94
N5 1.82 1.18 1.15
C13 -1.84 3.37 2.07
C14 -1.97 4.71 2.36
C15 -3.24 5.17 2.66
C16 -4.33 4.30 2.70
C17 -4.18 2.95 2.40
C18 -2.92 2.51 2.06
H1 -2.32 -4.68 -0.01
H2 -4.39 -4.13 1.32
H3 -4.65 -1.76 2.11
H4 -0.63 -2.98 -0.28
H5 2.62 3.91 2.93
H6 4.94 3.00 2.61
H7 5.19 0.94 1.18
H8 3.19 -0.15 0.36
H9 -1.11 5.37 2.36
H10 -3.40 6.22 2.88
H11 -5.31 4.68 2.95
H12 -5.02 2.27 2.43
C19 -1.16 1.81 -3.60
C20 -0.20 2.75 -2.87
C21 0.51 3.62 -3.92
P1 0.86 1.89 -1.59
C22 2.22 3.13 -1.20
C23 1.63 4.53 -0.97
C24 3.47 3.14 -2.09
C25 1.79 0.55 -2.41
C26 2.33 0.76 -3.68
C27 3.27 -0.07 -4.26
C28 3.76 0.14 -5.67
C29 3.77 -1.09 -3.46
C30 3.21 -1.37 -2.23
C31 2.12 -0.64 -1.73
N6 1.42 -1.08 -0.57
C32 1.51 -2.46 -0.19
C33 1.58 -3.48 -1.15
C34 1.60 -4.81 -0.78
C35 1.55 -5.20 0.56
C36 1.61 -6.65 0.95
C37 1.43 -4.19 1.50
C38 1.39 -2.84 1.16
P2 1.09 -1.49 2.34
C39 2.76 -1.35 3.14
C40 3.30 -2.65 3.72
C41 2.75 -0.23 4.20
C42 0.07 -2.00 3.82
C43 -0.83 -3.23 3.71
C44 -0.75 -0.77 4.25
H13 -1.76 2.40 -4.30
H14 -1.85 1.32 -2.92
H15 -0.61 1.06 -4.18
H16 -0.80 3.40 -2.24
H17 0.64 3.06 -4.85
H18 1.48 4.01 -3.62
H19 -0.13 4.47 -4.15
H20 2.58 2.80 -0.24
H21 1.38 5.04 -1.89
H22 2.36 5.14 -0.44
H23 0.73 4.48 -0.35
H24 3.28 3.42 -3.13
H25 3.98 2.18 -2.09
H26 4.16 3.89 -1.68
H27 2.02 1.64 -4.23
H28 3.58 1.16 -6.01
H29 3.23 -0.53 -6.35
H30 4.82 -0.08 -5.76
H31 4.60 -1.70 -3.81
H32 3.62 -2.18 -1.64
H33 1.57 -3.22 -2.20
H34 1.64 -5.57 -1.56
H35 2.55 -7.10 0.64
H36 0.81 -7.22 0.46
H37 1.50 -6.78 2.03
H38 1.36 -4.47 2.55
H39 3.43 -1.05 2.34
H40 2.64 -3.09 4.47
H41 4.26 -2.44 4.20
H42 3.48 -3.39 2.94
H43 2.20 -0.54 5.09
H44 2.30 0.69 3.82
H45 3.77 -0.01 4.51
H46 0.80 -2.19 4.60
H47 -1.39 -3.26 2.78
H48 -1.55 -3.21 4.53
H49 -0.28 -4.17 3.80
H50 -1.16 -0.94 5.25
H51 -0.14 0.13 4.29
H52 -1.57 -0.59 3.57
F1 -2.28 -1.62 -4.12
C45 -1.45 -1.74 -3.10
F2 -0.21 -1.49 -3.53
F3 -1.47 -3.02 -2.69
C46 -1.91 -0.84 -1.91
O1 -3.08 -0.90 -1.65
O2 -0.97 -0.14 -1.33
S1 -3.31 2.40 -0.99
C47 -4.56 1.39 -1.50
N7 -5.15 0.53 -0.62
C48 -6.10 -0.38 -0.96
C49 -6.57 -0.45 -2.22
C50 -6.03 0.44 -3.18
C51 -5.06 1.33 -2.83
H53 -4.71 0.49 0.29
H54 -6.44 -1.02 -0.16
H55 -7.34 -1.17 -2.48
H56 -6.37 0.39 -4.21
H57 -4.63 2.01 -3.56

Results
HOMO energy	-9.44	eV
orbital gap	0.22791	Eh
electronic energy	-129019.201	eV
charge	+1
LUMO level	-0.1191	Eh
2S+1	1

These are the Löwdin partial charges, in e, on atoms 1 to 4: 0.9791, -0.0340, -0.0323, -0.0036

=====

Entry from the Open Molecules 2025 dataset: a cluster of 2 separate species, C4H10Cl2O in total in a non-equilibrium geometry (the ωB97M-V functional and the def2-TZVPD basis).

CARTESIAN COORDINATES (ANGSTROEM)
C1 -0.46 0.91 -2.62
C2 -0.20 -0.17 -1.56
C3 0.17 0.29 -0.16
C4 -0.16 -0.70 0.93
Cl1 -1.94 -1.03 0.97
Cl2 0.82 -2.23 0.68
H1 0.31 1.66 -2.84
H2 -1.36 1.42 -2.25
H3 -0.71 0.38 -3.55
H4 -1.01 -0.91 -1.46
H5 0.72 -0.72 -1.84
H6 1.27 0.43 -0.10
H7 -0.30 1.26 0.10
H8 0.05 -0.30 1.94
O1 0.61 0.07 3.76
H9 1.02 0.26 4.63
H10 1.17 -0.62 3.35

Results
HOMO energy	-10.71	eV
structure (SMILES)	CCCC(Cl)Cl.O
orbital gap	0.41355	Eh
electronic energy	-31402.502	eV
charge	0
LUMO level	0.0201	Eh
2S+1	1

These are the Löwdin partial charges, in e, on atoms 1 to 4: -0.1072, -0.3183, -0.3407, -1.0141

=====

Entry from the Open Molecules 2025 dataset: the ion C4H9FNO with charge +1 in a non-equilibrium geometry (the ωB97M-V functional and the def2-TZVPD basis).

CARTESIAN COORDINATES (ANGSTROEM)
C1 -0.51 0.94 -2.35
N1 0.13 1.43 -1.05
C2 0.97 0.37 -0.49
C3 0.60 -0.56 0.52
O1 -0.40 -0.60 1.39
C4 -0.62 -1.62 2.75
F1 0.56 -2.10 3.06
H1 0.42 0.65 -2.87
H2 -1.05 0.15 -2.06
H3 -1.07 1.75 -2.72
H4 -0.68 1.50 -0.39
H5 0.61 2.31 -1.12
H6 1.74 0.13 -1.21
H7 1.47 -1.14 0.82
H8 -1.20 -2.40 2.32
H9 -1.00 -0.82 3.40

Results
HOMO energy	-13.25	eV
structure (SMILES)	C[NH2+]/C=C\OCF
orbital gap	0.37015	Eh
electronic energy	-10539.409	eV
charge	+1
LUMO level	-0.1169	Eh
2S+1	1

These are the Löwdin partial charges, in e, on atoms 1 to 4: 0.0572, -0.0095, -0.0760, -0.1418

=====

Entry from the Open Molecules 2025 dataset: a cluster of 5 separate species, CH11NO4 in total in a non-equilibrium geometry (the ωB97M-V functional and the def2-TZVPD basis).

CARTESIAN COORDINATES (ANGSTROEM)
C1 1.27 -0.82 1.72
N1 1.31 -1.14 0.50
H1 2.17 -0.42 2.18
H2 0.37 -0.92 2.33
H3 0.41 -1.51 0.18
O1 -2.12 0.71 0.04
H4 -1.18 0.90 0.00
H5 -2.58 1.43 0.47
O2 -0.18 2.51 -1.02
H6 0.70 2.15 -0.83
H7 -0.47 2.16 -1.87
O3 -1.50 -2.01 0.65
H8 -2.25 -1.53 0.27
H9 -1.93 -2.78 1.04
O4 1.66 0.44 -1.59
H10 1.84 -0.19 -0.87
H11 2.51 0.84 -1.84

Results
HOMO energy	-10.38	eV
structure (SMILES)	C=N.O.O.O.O
orbital gap	0.40864	Eh
electronic energy	-10895.141	eV
charge	0
LUMO level	0.0271	Eh
2S+1	1

These are the Löwdin partial charges, in e, on atoms 1 to 4: -0.0875, 0.0152, 0.0645, 0.0696

=====

Entry from the Open Molecules 2025 dataset: the molecule C8H6N2S in a non-equilibrium geometry (the ωB97M-V functional and the def2-TZVPD basis).

CARTESIAN COORDINATES (ANGSTROEM)
C1 2.61 -0.22 0.03
C2 1.97 0.99 0.23
C3 0.57 1.00 0.18
C4 -0.20 -0.17 -0.05
C5 -1.64 -0.01 -0.03
C6 -2.34 1.11 -0.22
N1 -3.73 0.92 -0.17
N2 -4.10 -0.36 0.06
S1 -2.72 -1.37 0.26
C7 0.56 -1.35 -0.16
C8 1.92 -1.40 -0.15
H1 3.61 -0.47 0.02
H2 2.54 1.91 0.71
H3 0.23 1.81 0.31
H4 -2.04 2.16 -0.28
H5 0.11 -2.37 -0.40
H6 2.68 -2.18 -0.35

Results
HOMO energy	-9.14	eV
structure (SMILES)	c1ccc(-c2cnns2)cc1
orbital gap	0.32385	Eh
electronic energy	-22205.521	eV
charge	0
LUMO level	-0.0121	Eh
2S+1	1

These are the Löwdin partial charges, in e, on atoms 1 to 4: -0.1093, -0.0395, -0.0162, -0.2144

=====

Entry from the Open Molecules 2025 dataset: a structure of composition C36H44BKN12O6PS2Se (the ωB97M-V functional and the def2-TZVPD basis).

CARTESIAN COORDINATES (ANGSTROEM)
K1 1.08 0.63 0.33
C1 3.56 0.25 2.67
N1 3.05 -0.80 1.79
C2 2.53 -1.94 2.56
C3 1.73 -2.89 1.70
C4 2.16 -4.18 1.42
C5 1.40 -4.97 0.57
C6 0.22 -4.45 0.05
C7 -0.15 -3.16 0.42
N2 0.59 -2.40 1.21
C8 4.12 -1.16 0.86
C9 3.76 -2.00 -0.33
C10 4.68 -2.91 -0.83
C11 4.39 -3.60 -2.00
C12 3.18 -3.36 -2.63
C13 2.32 -2.44 -2.06
N3 2.60 -1.77 -0.94
C14 2.50 0.80 3.59
C15 2.59 0.71 4.97
C16 1.58 1.27 5.75
C17 0.53 1.91 5.12
C18 0.52 1.95 3.73
N4 1.48 1.41 2.99
H1 3.92 1.06 2.03
H2 4.40 -0.13 3.27
H3 1.85 -1.53 3.31
H4 3.34 -2.48 3.09
H5 3.10 -4.53 1.83
H6 1.73 -5.97 0.30
H7 -0.40 -5.02 -0.62
H8 -1.07 -2.72 0.06
H9 4.96 -1.64 1.40
H10 4.49 -0.21 0.45
H11 5.62 -3.07 -0.31
H12 5.10 -4.31 -2.41
H13 2.90 -3.87 -3.54
H14 1.35 -2.22 -2.51
H15 3.43 0.19 5.42
H16 1.62 1.20 6.83
H17 -0.29 2.34 5.68
H18 -0.29 2.44 3.20
C19 -2.03 -0.99 5.28
C20 -1.12 -1.28 4.24
N5 -1.48 -0.67 3.11
N6 -2.63 -0.03 3.39
C21 -2.98 -0.19 4.69
B1 -3.31 0.88 2.34
N7 -3.67 0.16 1.02
C22 -4.43 0.77 0.07
C23 -4.32 0.06 -1.09
C24 -3.43 -0.99 -0.76
N8 -3.04 -0.92 0.51
N9 -2.46 2.12 1.95
C25 -2.46 3.42 2.35
C26 -1.55 4.10 1.57
C27 -1.01 3.11 0.72
N10 -1.55 1.93 0.97
N11 -4.69 1.29 2.97
C28 -5.75 0.46 3.02
C29 -6.72 1.06 3.79
C30 -6.15 2.29 4.17
N12 -4.92 2.42 3.68
H19 -2.00 -1.33 6.31
H20 -0.23 -1.88 4.26
H21 -3.87 0.26 5.10
H22 -4.99 1.67 0.30
H23 -4.78 0.26 -2.04
H24 -3.07 -1.78 -1.40
H25 -3.15 3.75 3.11
H26 -1.32 5.15 1.61
H27 -0.28 3.21 -0.08
H28 -5.73 -0.49 2.51
H29 -7.70 0.67 4.02
H30 -6.57 3.08 4.77
O1 1.36 1.94 -1.95
Se1 3.06 2.00 -1.82
O2 3.53 3.44 -2.37
O3 3.35 1.80 -0.22
O4 3.70 0.76 -2.64
C31 2.67 1.05 -5.59
C32 1.95 -0.19 -5.12
C33 2.39 -1.45 -5.84
O5 0.53 0.02 -5.38
P1 -0.63 -0.38 -4.35
S1 -1.27 -2.22 -4.41
S2 -0.08 0.12 -2.46
O6 -1.77 0.61 -4.89
C34 -1.56 2.03 -4.70
C35 -2.66 2.55 -3.80
C36 -1.54 2.68 -6.07
H31 3.73 0.97 -5.37
H32 2.31 1.92 -5.03
H33 2.51 1.20 -6.66
H34 2.10 -0.29 -4.04
H35 2.24 -1.33 -6.92
H36 1.80 -2.30 -5.50
H37 3.45 -1.63 -5.66
H38 -0.59 2.18 -4.21
H39 -3.63 2.37 -4.25
H40 -2.53 3.62 -3.64
H41 -2.61 2.05 -2.83
H42 -2.49 2.52 -6.58
H43 -0.74 2.25 -6.67
H44 -1.37 3.76 -5.97

Results
expectation value of S²	0.756
HOMO energy (spin up / spin down)	-2.94 / -3.36	eV
orbital gap (spin up / spin down)	0.24331 / 0.25471	Eh
electronic energy	-181525.327	eV
charge	-2
LUMO level (spin up / spin down)	0.1354 / 0.1311	Eh
2S+1	2

These are the Löwdin partial charges, in e, on atoms 1 to 4: 0.5645, -0.1500, -0.1672, -0.1225

=====

Entry from the Open Molecules 2025 dataset: the molecule C4H8N4 in a non-equilibrium geometry (the ωB97M-V functional and the def2-TZVPD basis).

CARTESIAN COORDINATES (ANGSTROEM)
C1 -1.57 1.66 -0.09
N1 -2.52 0.80 0.13
N2 -2.37 -0.55 0.05
C2 -1.32 -1.49 0.06
C3 0.02 -1.42 -0.06
N3 0.83 -0.27 -0.12
N4 2.03 -0.53 0.00
C4 2.81 0.68 0.10
H1 -1.96 2.66 -0.08
H2 -0.47 1.38 -0.37
H3 -3.25 -0.93 -0.05
H4 -1.80 -2.49 0.05
H5 0.58 -2.35 -0.04
H6 3.29 0.78 -0.88
H7 3.59 0.52 0.89
H8 2.11 1.55 0.40

Results
HOMO energy	-8.19	eV
structure (SMILES)	C=NN/C=C\N=N\C
orbital gap	0.32019	Eh
electronic energy	-10234.181	eV
charge	0
LUMO level	0.0191	Eh
2S+1	1

These are the Löwdin partial charges, in e, on atoms 1 to 4: -0.0436, -0.0523, -0.0576, -0.0858

=====

Computed energy above the lowest of the compared OMol25 structures with the same formula, charge and spin, in the same sequence as the records: 358.9, 49.9, 539.3, 0.0, 0.0, 10.0, 239.2, 85.3, 297.9, 27.5, 391.9 kJ/mol.